(1)
Entry from the Open Molecules 2025 dataset: C3H8NO3 as an isolated structure at a distorted geometry (the ωB97M-V functional and the def2-TZVPD basis).

Each line ends with the natural charge from an NBO analysis.
Element x y z (Å)
O 1.568 -0.973 -0.746  -0.602
C 0.375 -0.786 -1.118  0.420
N -0.829 -0.339 -0.328  -0.370
C -0.235 0.396 0.844  0.036
O -1.106 1.000 1.791  -0.797
C -0.224 -1.566 -2.378  -0.691
H -0.107 0.327 -1.177  0.345
H 0.328 -0.397 1.381  0.153
H 0.510 1.143 0.548  0.186
H 0.460 -2.315 -2.823  0.222
H -0.823 -0.930 -3.001  0.217
H -0.917 -2.201 -1.827  0.228
H -0.450 1.504 2.407  0.521
H 0.720 3.008 3.405  0.414
O 0.730 2.129 3.021  -1.281

Output
**Net charge**: -1
**HOMO**: -3.6 eV
**Kohn-Sham gap**: 0.2413 hartree

(2)
Entry from the Open Molecules 2025 dataset: a 2-piece molecular cluster, C3H8NO3 overall at a distorted geometry (the ωB97M-V functional and the def2-TZVPD basis).

Each line ends with the natural charge from an NBO analysis.
Element x y z (Å)
N 1.200 -0.103 -1.481  -0.525
C 0.389 -1.262 -1.918  0.053
O 0.243 -2.214 -0.911  -0.715
H 1.851 0.272 -2.183  0.384
H 0.674 0.577 -0.886  0.417
H -0.597 -0.930 -2.271  0.198
H 0.898 -1.784 -2.743  0.182
O -0.668 1.449 -0.029  -0.543
C -0.691 0.682 0.988  0.769
O -0.762 -0.608 0.948  -0.720
C -0.621 1.340 2.373  -0.724
H -0.078 -1.758 -0.109  0.513
H 0.244 0.916 2.909  0.243
H -1.453 0.978 2.991  0.243
H -0.629 2.445 2.321  0.227

Output
**Spin multiplicity**: 2
**HOMO (spin up / spin down)**: -10.1 / -9.4 eV
**<S²>**: 0.759
**Kohn-Sham gap (spin up / spin down)**: 0.3963 / 0.1883 hartree

(3)
Entry from the Open Molecules 2025 dataset: an isolated ion of composition C3H8NO3 and charge +1 at a distorted geometry (the ωB97M-V functional and the def2-TZVPD basis).

Each line ends with the natural charge from an NBO analysis.
Element x y z (Å)
N -0.292 -0.556 -1.151  -0.774
C -0.677 -0.095 0.396  0.357
O -1.174 -1.148 0.984  -0.706
C -1.615 1.020 0.057  0.360
O -2.754 0.676 -0.115  -0.446
C 0.762 0.169 0.967  -0.124
O 1.435 0.919 -0.009  -0.734
H -1.027 -0.482 -1.890  0.450
H 0.613 0.081 -1.330  0.483
H -0.118 -1.467 -0.922  0.426
H -2.050 -1.492 1.157  0.558
H -1.232 2.038 0.012  0.165
H 1.134 -0.823 1.343  0.233
H 0.563 0.704 1.943  0.226
H 1.690 1.797 0.333  0.526

Output
**Net charge**: +1
**HOMO**: -15.0 eV
**Structure (SMILES)**: [NH3+][C@](O)(C=O)CO
**Kohn-Sham gap**: 0.3995 hartree

(4)
Entry from the Open Molecules 2025 dataset: a 2-piece molecular cluster, C3H8NO3 overall at a distorted geometry (the ωB97M-V functional and the def2-TZVPD basis).

Each line ends with the natural charge from an NBO analysis.
Element x y z (Å)
C -1.696 -0.642 -0.210  0.367
C 0.749 -0.285 -0.964  -0.184
C -0.480 0.303 -0.435  0.518
N 0.017 0.155 1.576  -0.941
O -2.713 -0.229 0.224  -0.437
O 0.931 -1.576 -0.434  -0.701
O -0.738 1.556 -0.710  -0.589
H -1.542 -1.535 -0.789  0.171
H 1.537 0.311 -0.672  0.214
H 0.689 -0.132 -2.026  0.239
H 0.812 -0.545 1.458  0.443
H 0.156 1.206 1.798  0.446
H -0.686 -0.324 2.098  0.416
H 1.787 -1.844 -0.830  0.509
H -1.650 1.776 -0.363  0.530

Output
**Net charge**: +1
**HOMO**: -15.1 eV
**Kohn-Sham gap**: 0.3707 hartree

(5)
Entry from the Open Molecules 2025 dataset: a 2-piece molecular cluster, C3H8NO4 overall at a distorted geometry (the ωB97M-V functional and the def2-TZVPD basis).

Each line ends with the natural charge from an NBO analysis.
Element x y z (Å)
O 0.528 -2.003 1.058  -0.786
C 0.288 -0.833 1.327  0.747
O 0.004 -0.360 2.427  -0.777
C 0.105 0.245 0.178  -0.199
C -0.517 1.453 0.906  -0.064
O 0.028 2.546 0.161  -0.767
N -0.835 -0.232 -0.913  -0.844
H 1.050 0.573 -0.277  0.192
H -0.354 1.558 1.977  0.225
H -1.681 1.670 0.912  0.126
H -0.692 3.171 -0.171  0.455
H -1.727 0.022 -0.544  0.336
H -0.829 -1.269 -0.850  0.368
H 1.266 -2.198 -1.290  0.506
H 1.954 -1.834 -2.623  0.453
O 1.412 -2.509 -2.277  -0.970

Output
**Net charge**: -1
**HOMO**: -4.1 eV
**Kohn-Sham gap**: 0.2846 hartree

(6)
Entry from the Open Molecules 2025 dataset: a 2-piece molecular cluster, C3H8NO4P overall at a distorted geometry (the ωB97M-V functional and the def2-TZVPD basis).

Each line ends with the natural charge from an NBO analysis.
Element x y z (Å)
C 0.778 0.638 1.720  -0.633
C 1.457 -0.506 0.989  -0.103
O 0.451 -1.155 0.142  -0.395
N 0.590 -2.273 -0.578  0.371
O 1.557 -2.966 -0.494  -0.314
H 0.553 0.399 2.729  0.225
H 1.361 1.470 1.631  0.218
H -0.120 0.757 1.251  0.239
H 1.777 -1.279 1.737  0.205
H 2.273 -0.271 0.134  0.204
C -2.133 -0.059 -2.069  -0.271
O -2.010 0.097 -0.652  -0.851
P -2.225 -1.156 0.420  1.559
O -2.322 -0.677 1.788  -1.040
H -3.140 -0.404 -2.356  0.192
H -1.141 -0.713 -2.365  0.194
H -2.061 0.913 -2.559  0.199

Output
**HOMO**: -9.9 eV
**Structure (SMILES)**: CCON=O.COP=O
**Kohn-Sham gap**: 0.3750 hartree

So what do the calculations give for energy? Going down the list: -10869.9160; -10870.6638; -10864.5875; -10864.3869; -12921.2841; -22206.0424 eV.
So what do the calculations give for ΔE to the lowest compared entry with this formula, charge and spin? Going down the list: 566.5; 97.0; 223.2; 242.6; 187.3; 449.7 kJ/mol.